1.
ORCA calculation (ωB97M-V/def2-TZVPD) on 2 unconnected molecules or ions with the total composition C2H10N2 at a distorted geometry.

## Properties
* total charge: 0
* HOMO energy: -0.3463 hartree
* multiplicity: 1
* HOMO-LUMO gap: 10.303 eV
* SMILES: CN.CN
* energy above the lowest of the compared OMol25 structures with the same formula, charge and spin: 36.3 kcal/mol
* calculated total energy: -5214.7785 eV
* strongest force on any atom: 3.26 eV Å⁻¹

Bonds (Å) are listed after each position.
CARTESIAN COORDINATES (ANGSTROEM)
1 C -0.82165 0.13905 -2.81032  N2 1.458, H3 1.107, H4 1.152, H5 1.197
2 N -1.64030 0.59658 -1.69340  C1 1.458, H6 0.986, H7 1.087
3 H -1.35308 -0.45918 -3.57497  C1 1.107
4 H -0.03537 -0.57883 -2.36999  C1 1.152
5 H -0.27738 0.95822 -3.49238  C1 1.197
6 H -1.85402 -0.24520 -1.22557  N2 0.986
7 H -0.92146 1.11356 -1.06227  N2 1.087
8 C 1.17824 0.19520 2.70653  N9 1.427, H10 1.143, H11 1.109, H12 1.057
9 N 0.93755 -0.54039 1.50751  C8 1.427, H13 0.971, H14 1.047
10 H 0.31072 0.19502 3.45038  C8 1.143
11 H 1.44884 1.26586 2.60265  C8 1.109
12 H 1.93288 -0.41590 3.12364  C8 1.057
13 H 0.02192 -0.65334 1.20621  N9 0.971
14 H 1.07313 -1.57063 1.63197  N9 1.047

2.
ORCA calculation (ωB97M-V/def2-TZVPD) on 2 unconnected molecules or ions with the total composition C2H10N2O at a distorted geometry.

## Properties
* total charge: -1
* HOMO energy (spin up / spin down): 0.0438 / -0.1852 hartree
* expectation value of S²: 0.7504
* multiplicity: 2
* HOMO-LUMO gap (spin up / spin down): 3.237 / 9.272 eV
* energy above the lowest of the compared OMol25 structures with the same formula, charge and spin: 12.6 kcal/mol
* calculated total energy: -7261.9606 eV
* strongest force on any atom: 1.23 eV Å⁻¹

Bonds (Å) are listed after each position.
CARTESIAN COORDINATES (ANGSTROEM)
1 C 1.47153 0.56444 0.28971  N2 1.472, H5 1.086, H6 1.090, H7 1.094
2 N 0.10226 0.21074 -0.12047  C1 1.472, C3 1.438, H8 1.017
3 C -0.95615 1.15545 0.11707  N2 1.438, N4 1.466, H9 1.098, H10 1.093
4 N -1.53019 1.19254 1.46495  C3 1.466, H11 1.024, H12 1.025
5 H 2.15346 0.26770 -0.50129  C1 1.086
6 H 1.54439 1.62917 0.51096  C1 1.090
7 H 1.75586 0.04572 1.21016  C1 1.094
8 H -0.07609 -0.66428 0.36677  N2 1.017
9 H -1.66923 0.95057 -0.69254  C3 1.098
10 H -0.56913 2.16435 -0.04729  C3 1.093
11 H -2.51424 1.47368 1.43644  N4 1.024
12 H -1.64692 0.22431 1.77985  N4 1.025
13 H 0.98866 -2.36745 -2.12629  O15 0.978
14 H 0.04432 -3.50776 -1.63043  O15 0.972
15 O 0.90147 -3.33917 -2.05761  H13 0.978, H14 0.972

Question: Look up the total charge of the first one.
Answer: 0